[1]
Molecular formula: C42H51BCl5LaN10OS
Method: DFT, ωB97M-V with the def2-TZVPD basis set

Structure (XYZ):
```
112
Properties=species:S:1:pos:R:3
La 0.92548 -0.20951 -0.52835
C -1.92355 2.40869 1.30490
C -1.11806 3.66138 0.96397
C -1.46960 4.78452 1.94392
C 0.36514 3.40069 0.97990
C 1.38145 4.36370 1.13031
C 2.53858 3.63385 1.20510
N 2.23382 2.32380 1.10114
N 0.88636 2.18128 0.94293
B 3.08568 1.20795 1.78291
N 3.78546 0.18375 0.83365
C 5.11081 0.23858 0.59202
C 5.56491 -1.02776 0.33516
C 4.42627 -1.84522 0.44168
N 3.35311 -1.11255 0.73184
C 4.43934 -3.35398 0.45484
C 3.78699 -4.03868 -0.74021
C 3.83072 -3.85581 1.76647
N 2.19505 0.44652 2.77354
C 2.37165 0.44579 4.10231
C 1.33775 -0.25025 4.67794
C 0.54067 -0.64945 3.59262
N 1.06006 -0.22124 2.43816
C -0.73820 -1.42633 3.70050
C -1.83438 -0.60055 4.37758
C -0.52616 -2.73231 4.46852
H -2.98928 2.58633 1.14577
H -1.76866 2.15302 2.35425
H -1.63017 1.53460 0.72074
H -1.39777 4.02189 -0.03213
H -1.09000 4.55760 2.94151
H -2.55284 4.90189 2.00758
H -1.04943 5.73928 1.62905
H 1.27899 5.43220 1.19472
H 3.55455 3.94512 1.37672
H 3.95035 1.77336 2.39523
H 5.63969 1.17404 0.66105
H 6.57208 -1.33747 0.11602
H 5.50050 -3.62246 0.45073
H 2.72119 -3.82264 -0.77357
H 3.91585 -5.11965 -0.66051
H 4.22050 -3.71080 -1.68540
H 2.79236 -3.53476 1.84801
H 4.36363 -3.45411 2.62925
H 3.86549 -4.94573 1.81222
H 3.22243 0.93893 4.53945
H 1.18025 -0.44630 5.72365
H -1.06602 -1.64373 2.68833
H -1.53193 -0.31380 5.38635
H -2.75820 -1.17896 4.45598
H -2.04548 0.31023 3.81898
H -0.30471 -2.52367 5.51696
H 0.30648 -3.30677 4.06776
H -1.42583 -3.35139 4.43768
C -3.85284 -3.20093 1.74238
N -3.12573 -2.41133 0.76158
C -3.79740 -1.20221 0.31865
C -1.77622 -2.47375 0.63732
O -1.13341 -1.46271 0.29078
N -1.16875 -3.65050 0.93199
C -1.76418 -4.93107 0.58203
C 0.26422 -3.69093 1.15229
H -4.40375 -2.52403 2.39905
H -3.16285 -3.77824 2.35225
H -4.56619 -3.87847 1.26888
H -4.82855 -1.44791 0.06530
H -3.30043 -0.80230 -0.55865
H -3.79470 -0.43753 1.10193
H -2.74797 -4.78751 0.14531
H -1.85176 -5.58072 1.45570
H -1.13122 -5.42240 -0.15990
H 0.64967 -2.69674 1.37061
H 0.77891 -4.09663 0.27880
H 0.47412 -4.33081 2.00968
Cl 3.65368 0.16058 -2.31009
C 3.08876 -1.43364 -2.79765
C 1.97952 -1.90443 -2.12986
C 1.38111 -2.99793 -2.73263
Cl -0.22214 -3.44707 -2.17117
C 1.92137 -3.69006 -3.80802
Cl 1.13908 -5.07689 -4.46962
C 3.12112 -3.23651 -4.36032
Cl 3.86361 -4.09474 -5.65499
C 3.69530 -2.06522 -3.87490
Cl 5.12522 -1.42342 -4.59497
N -0.45403 2.10200 -1.64030
S -0.86306 2.58321 -3.09418
C -2.51635 2.01489 -3.51294
C -3.04150 0.94758 -2.81030
C -4.28781 0.44787 -3.16149
C -4.99023 1.00944 -4.21628
C -4.44572 2.07241 -4.92655
C -3.20351 2.57762 -4.57921
C -1.23151 4.32977 -2.92596
C -0.26807 5.21502 -3.38448
C -0.43625 6.57818 -3.17854
C -1.55958 7.04478 -2.51402
C -2.52257 6.15240 -2.05661
C -2.36207 4.79221 -2.26262
H -1.13405 2.43575 -0.96317
H -2.45258 0.50091 -2.02042
H -4.70099 -0.39575 -2.62385
H -5.95754 0.61330 -4.49457
H -4.98864 2.50791 -5.75458
H -2.77766 3.40520 -5.13250
H 0.60982 4.83694 -3.89234
H 0.31100 7.27308 -3.53715
H -1.68924 8.10675 -2.35336
H -3.40117 6.51777 -1.54173
H -3.11529 4.09398 -1.91843
N -0.22034 -0.22788 -3.99955
C 0.10799 -0.23239 -2.88633
```

Properties
Max |F|   1.47 eV/Å
LUMO   0.33 eV
HOMO-LUMO gap   0.308 Ha

=====

[2]
Molecular formula: C42H51Cl2Si4
Method: DFT, ωB97M-V with the def2-TZVPD basis set

Structure (XYZ):
```
99
Properties=species:S:1:pos:R:3
Cl 6.96769 5.39502 -3.18220
C 5.56922 4.69753 -2.48390
C 5.60350 4.22911 -1.15692
C 4.42650 3.78089 -0.55622
C 3.18293 3.85701 -1.23319
C 1.92572 3.57968 -0.56076
C 0.70378 3.96396 -1.02945
C -0.52997 3.13881 -0.83306
C -1.85087 3.77096 -1.26241
C -2.86612 4.07046 -0.35339
C -4.03844 4.69604 -0.79007
C -4.18168 5.02714 -2.14804
Cl -5.50291 5.98706 -2.65826
C -3.21781 4.61007 -3.07828
C -2.05038 4.00014 -2.62617
C 3.19953 4.19934 -2.61327
C 4.37622 4.64565 -3.22620
H 6.55327 4.24323 -0.61934
H 4.44986 3.38398 0.46653
H 1.99534 3.08849 0.41351
H 0.59397 4.91814 -1.57500
H -0.56197 2.72426 0.18436
H -2.73416 3.82083 0.70595
H -4.83343 4.94420 -0.09050
H -3.34153 4.81506 -4.14003
H -1.26787 3.67981 -3.32177
H 2.28834 4.08620 -3.20446
H 4.37602 4.96402 -4.26534
C 1.34307 0.33108 -1.91576
Si 1.48525 -1.52059 -1.82561
C 1.24108 -2.23093 -3.53333
C 3.26657 -1.93066 -1.30416
C 3.51807 -3.18721 -0.73223
C 4.79044 -3.50761 -0.24689
C 5.84055 -2.59408 -0.39178
C 5.60529 -1.35383 -1.00268
C 4.31965 -1.01802 -1.45878
C 0.44863 -2.48196 -0.54983
Si -1.14900 -2.25188 0.41061
H -0.38768 2.31401 -1.49301
C -2.60983 -1.71812 -0.53304
Si -3.32180 -3.43076 -0.35989
C -3.82387 -4.20504 -1.96544
C -1.79893 -4.33436 0.47726
C -4.71167 -3.56847 0.91442
C -4.73288 -4.57973 1.88992
C -5.80293 -4.69352 2.78178
C -6.87224 -3.79583 2.72429
C -6.83625 -2.75946 1.78377
C -5.76407 -2.64179 0.88869
C -1.26853 -1.56693 2.15161
Si -0.58862 -0.01815 3.03400
C -1.60672 1.54230 2.89495
C -0.58493 -0.52675 4.82929
C 1.19418 0.46546 2.59724
C 1.69366 1.75379 2.85393
C 3.05323 2.04299 2.64347
C 3.91922 1.03957 2.18373
C 3.42333 -0.25050 1.97460
C 2.06972 -0.53968 2.16920
H 0.35145 0.61274 -2.29521
H 1.49585 0.79664 -0.93337
H 2.09696 0.74450 -2.60727
H 0.19188 -2.15108 -3.84796
H 1.86623 -1.67399 -4.24571
H 1.54114 -3.28760 -3.56280
H 2.71631 -3.92434 -0.65188
H 4.95436 -4.46921 0.24176
H 6.83752 -2.84556 -0.02597
H 6.42480 -0.64067 -1.12598
H 4.14394 -0.04516 -1.92883
H 0.21635 -3.39242 -1.13933
H 1.15186 -2.82908 0.23012
H -3.18753 -0.93578 -0.01539
H -2.37429 -1.42830 -1.56673
H -3.01371 -4.13083 -2.70053
H -4.09579 -5.26538 -1.87437
H -4.70195 -3.67512 -2.35795
H -0.93474 -4.68475 -0.10243
H -1.58574 -4.28311 1.55257
H -2.48474 -5.20168 0.40006
H -3.90035 -5.28054 1.97136
H -5.79848 -5.49015 3.52806
H -7.71408 -3.89806 3.41005
H -7.65320 -2.03925 1.74961
H -5.73572 -1.81450 0.17557
H -2.36223 -1.40302 2.26614
H -1.04187 -2.41420 2.81899
H -2.50368 1.43647 3.52096
H -1.04116 2.40453 3.27768
H -1.92034 1.75880 1.86652
H -1.60075 -0.81810 5.13208
H 0.08938 -1.38087 4.98434
H -0.25164 0.30922 5.45713
H 1.03145 2.53992 3.23038
H 3.42468 3.05047 2.85055
H 4.98030 1.23794 2.00519
H 4.10724 -1.03359 1.65460
H 1.69353 -1.55530 2.00551
```

Properties
Total charge   +1
Max |F|   2.12 eV/Å
LUMO   -2.80 eV
HOMO-LUMO gap   0.253 Ha

=====

- The lowest LUMO belongs to which entry?
  C42H51Cl2Si4

=====

- Which of these has the lowest LUMO?
  C42H51Cl2Si4

=====

- Which value of max |F| does entry 1 give?
  1.47 eV/Å

=====

- Which formula does entry 1 have?
  C42H51BCl5LaN10OS